--- A ---
{
  "formula": "C3H4O2S",
  "method": "ωB97M-V/def2-TZVPD",
  "species": ["C", "C", "C", "O", "O", "S", "H", "H", "H", "H"],
  "coordinates": [[-0.8113, 0.0067, -2.0271], [-0.1370, -0.3317, -0.9793], [-0.4664, 0.1321, 0.9849], [1.1433, 0.7606, 3.1435], [1.8270, -1.1487, 1.7551], [0.9893, 0.0469, 1.8803], [-0.5584, -0.3291, -2.9970], [-1.8408, 0.5156, -1.8755], [0.8059, -0.7695, -0.8367], [-0.9517, 1.1172, 0.9517]],
  "orbital_gap_ev": [8.86, 8.86],
  "homo_energy_ha": [-0.367, -0.367]
}

=====

--- B ---
{
  "formula": "C3H4O2S",
  "method": "ωB97M-V/def2-TZVPD",
  "species": ["C", "C", "C", "H", "H", "H", "H", "O", "O", "S"],
  "coordinates": [[1.0073, 0.6790, 0.1185], [-0.1835, -0.2968, 0.0341], [-1.5358, 0.1842, -0.3110], [2.1842, -1.4125, 0.0576], [0.1189, -1.3353, -0.2064], [-2.1446, -0.6231, -0.7629], [-1.7987, 1.2454, -0.4231], [0.9052, 1.8355, 0.2747], [-1.1246, -0.1471, 1.0211], [2.5717, -0.1293, 0.1974]],
  "orbital_gap_ev": 10.65,
  "smiles": "O=C(S)[C@@H]1CO1",
  "homo_energy_ha": -0.370
}

=====

--- C ---
{
  "formula": "C3H4O2S",
  "method": "ωB97M-V/def2-TZVPD",
  "species": ["C", "C", "C", "O", "O", "S", "H", "H", "H", "H"],
  "coordinates": [[-0.5567, 0.4284, -0.7161], [0.7734, 0.2043, -0.4316], [-1.4528, -0.2768, 0.2160], [1.2019, -0.8111, 0.3673], [3.1880, 0.7129, 0.7807], [2.6190, -0.0778, -0.2500], [-1.7938, -1.1731, -0.3154], [-0.8744, -0.6559, 1.1003], [-2.2134, 0.3737, 0.5554], [-0.8912, 1.2753, -1.3067]],
  "orbital_gap_ev": 9.20,
  "homo_energy_ha": -0.335
}

=====

--- D ---
{
  "formula": "C3H4O2S",
  "method": "ωB97M-V/def2-TZVPD",
  "species": ["C", "C", "C", "H", "H", "H", "H", "O", "O", "S"],
  "coordinates": [[0.1999, -0.6218, -0.5683], [0.0663, -0.1229, 0.8827], [-1.1975, -0.6230, -1.1092], [1.1801, 1.0148, -0.8833], [0.6039, -1.5951, -0.5137], [-0.5818, -0.7449, 1.4932], [-1.4558, -0.0061, -1.9966], [1.0974, 0.1579, -1.3367], [-1.9885, -1.3472, -0.5701], [0.8106, 1.1908, 1.3703]],
  "orbital_gap_ev": 8.88,
  "smiles": "O=C[C@@H](O)C=S",
  "homo_energy_ha": -0.353
}

=====

Stability, highest: D

=====

--- A ---
{
  "formula": "C3H4O2S",
  "method": "ωB97M-V/def2-TZVPD",
  "species": ["C", "C", "C", "H", "H", "H", "H", "O", "O", "S"],
  "coordinates": [[0.3002, 1.0256, -0.8695], [-0.2185, 0.1261, 0.2395], [0.7693, -0.8187, 0.9251], [1.3432, -0.3010, -1.4461], [1.0600, 1.6150, -0.3440], [-0.4466, 1.7005, -1.2406], [0.3711, -1.4223, 1.7867], [0.7539, 0.3002, -1.9760], [1.9036, -0.8513, 0.4976], [-1.7934, 0.0511, 0.7063]],
  "orbital_gap_ev": 7.72,
  "smiles": "O=CC(=S)CO",
  "homo_energy_ha": -0.348
}

=====

--- B ---
{
  "formula": "C3H4O2S",
  "method": "ωB97M-V/def2-TZVPD",
  "species": ["C", "C", "C", "H", "H", "H", "H", "O", "O", "S"],
  "coordinates": [[-0.1783, 0.0417, 0.3355], [0.0047, 1.4645, -0.2646], [-0.1119, -0.9982, -0.7841], [0.6684, -1.3620, 1.9822], [-1.2044, -0.1384, 0.7145], [0.0984, 2.3273, 0.4330], [0.6427, -0.8909, -1.5207], [-0.0793, 1.6022, -1.4655], [-1.0455, -1.7659, -0.8948], [1.2053, -0.2802, 1.4646]],
  "orbital_gap_ev": 9.99,
  "smiles": "O=CC(S)C=O",
  "homo_energy_ha": -0.359
}

=====

--- C ---
{
  "formula": "C3H4O2S",
  "method": "ωB97M-V/def2-TZVPD",
  "species": ["C", "C", "C", "O", "O", "S", "H", "H", "H", "H"],
  "coordinates": [[-1.5029, 1.2113, -0.5583], [-1.7325, -0.0259, -0.5137], [1.5455, -1.2841, 0.7666], [1.5911, 1.1452, -0.0110], [-1.9133, -1.1461, -0.2882], [2.0059, -0.1890, -0.3983], [-2.1043, 1.7874, 0.0183], [-0.7064, 1.7220, -1.1444], [2.0688, -2.2234, 0.7181], [0.7481, -0.9975, 1.4108]],
  "orbital_gap_ev": 8.74,
  "homo_energy_ha": -0.340
}

=====

Stability, highest: B

=====

--- A ---
{
  "formula": "C2H2NO2S",
  "method": "ωB97M-V/def2-TZVPD",
  "species": ["C", "C", "N", "O", "O", "S", "H", "H"],
  "coordinates": [[1.5182, -0.6335, -0.0703], [2.5623, 1.1009, -0.0388], [0.2337, -0.2877, -0.1715], [1.7656, 1.8997, 0.4002], [3.6913, 0.9364, -0.3441], [1.6804, -2.3559, 0.1364], [0.1519, 0.7823, -0.0455], [-0.4960, -0.9256, 0.0449]],
  "orbital_gap_ev": 7.32,
  "homo_energy_ha": -0.125,
  "total_charge": -1
}

=====

--- B ---
{
  "formula": "C2H2NO2S",
  "method": "ωB97M-V/def2-TZVPD",
  "species": ["C", "C", "N", "O", "O", "S", "H", "H"],
  "coordinates": [[-1.3979, -0.5205, 0.3788], [-0.2961, 0.3527, -0.0204], [-1.3381, 0.3565, 1.2016], [1.7266, -1.1994, -0.6733], [2.1576, 1.1251, -0.5469], [1.6843, -0.0204, 0.2038], [-2.0685, -1.2430, 0.1389], [-0.4680, 1.1489, -0.6825]],
  "orbital_gap_ev": 7.45,
  "homo_energy_ha": -0.118,
  "total_charge": -1
}

=====

Stability, highest: A